Computed, not measured: C47H63BrF4GeMgNO3PSi2Te as an isolated structure, with wB97M-V/def2-TZVPD.

Output
HOMO (spin up / spin down)   -10.827 / -10.796 eV
Energy above the lowest of the compared OMol25 structures with the same formula, charge and spin   56.6 kJ/mol
LUMO (spin up / spin down)   -0.0959 / -0.2067 Eh
Max |F|   0.93 eV/A
Expectation value of S²   0.7543
Kohn-Sham gap (spin up / spin down)   8.22 / 5.17 eV
Electronic energy   -8547.9671 hartree

Structure (ORCA input):
```
! wB97M-V def2-TZVPD RIJCOSX def2/J DEFGRID3
* xyz 1 2
Mg 1.69922 0.51417 -0.46084
C 1.87840 2.95376 -3.34003
C 3.02126 2.78446 -2.34864
C 2.94029 3.83431 -1.24767
C 4.36137 2.87702 -3.06625
O 2.88447 1.49996 -1.71726
Ge 3.80737 -0.12021 -2.23225
O 2.11147 -0.75870 -2.80373
C 2.09127 -1.60446 -3.96958
C 2.81332 -0.91893 -5.13151
C 0.63606 -1.82575 -4.36711
C 2.74932 -2.94271 -3.65455
O 3.29017 -0.66164 -0.42911
C 4.30666 -0.71717 0.60525
C 4.71643 0.70509 0.97461
C 5.50188 -1.51667 0.10213
C 3.69703 -1.42653 1.81227
H 1.95472 3.90305 -3.87268
H 1.88299 2.14071 -4.06880
H 0.93215 2.94645 -2.79842
H 2.93651 4.83964 -1.67213
H 2.03133 3.69629 -0.66016
H 3.79562 3.74537 -0.57629
H 4.49971 3.88505 -3.45874
H 5.18306 2.66352 -2.38061
H 4.41978 2.18037 -3.90547
H 2.44331 0.10081 -5.25565
H 3.89181 -0.88060 -4.97304
H 2.63419 -1.46115 -6.06104
H 0.13792 -0.86727 -4.54054
H 0.56894 -2.40891 -5.28725
H 0.10170 -2.38618 -3.59407
H 2.74425 -3.59592 -4.52896
H 3.78751 -2.80165 -3.34696
H 2.21555 -3.45042 -2.85026
H 5.12719 1.23010 0.10986
H 3.85927 1.27625 1.34540
H 5.47674 0.69021 1.75651
H 6.05932 -0.98547 -0.67002
H 6.18332 -1.71397 0.93123
H 5.16641 -2.47513 -0.29794
H 4.23606 -1.16783 2.72460
H 2.65323 -1.13379 1.93455
H 3.72725 -2.50963 1.69191
F 1.49945 -7.12565 3.24253
C 1.08046 -5.88895 3.02901
C 0.35449 -5.22083 3.99615
F 0.06392 -5.82086 5.14190
C -0.08005 -3.92827 3.74868
F -0.82419 -3.36409 4.69957
C 0.20491 -3.24918 2.57014
P -0.30405 -1.50417 2.24912
C -0.12862 -0.63779 3.85635
C 1.01729 0.13462 4.03735
C 1.22530 0.83119 5.21969
C 0.27689 0.78074 6.22867
C -0.88303 0.03710 6.04913
C -1.08571 -0.66548 4.87253
C -2.11869 -1.69908 2.11117
C -2.89528 -0.53908 2.16002
C -4.26716 -0.59523 1.97243
C -4.88581 -1.81336 1.71866
C -4.12246 -2.96993 1.65792
C -2.74714 -2.91412 1.84880
C 0.91732 -3.96252 1.59890
Br 1.33791 -3.25107 -0.10012
C 1.34963 -5.25759 1.82543
F 2.02856 -5.93251 0.90114
H 1.74633 0.21551 3.24308
H 2.12225 1.42374 5.34296
H 0.43327 1.32772 7.14923
H -1.62942 -0.00369 6.83182
H -1.98767 -1.25038 4.75602
H -2.41916 0.41451 2.35729
H -4.85527 0.31187 2.03320
H -5.95809 -1.86134 1.58140
H -4.59857 -3.92596 1.48034
H -2.16910 -3.82952 1.80756
N -2.99664 6.95646 5.68038
C -2.46710 6.21025 4.98602
C -1.80571 5.27260 4.12070
C -1.06412 5.73193 3.03375
C -0.43581 4.82597 2.20065
C -0.53888 3.45312 2.44158
C -1.27842 3.00455 3.53858
C -1.90878 3.90616 4.37418
C 0.09067 2.51562 1.55971
C 0.65024 1.73825 0.80549
H -0.98411 6.79469 2.85124
H 0.14467 5.17470 1.35668
H -1.33802 1.94440 3.74219
H -2.47849 3.56006 5.22596
C -1.16178 4.17527 -1.66760
Si -2.41914 2.82561 -1.91038
C -3.80665 3.35533 -3.03984
C -3.06211 2.26353 -0.25354
C -1.58767 1.34524 -2.85728
Te -0.89915 -0.25923 -1.70004
C -2.78226 -1.13303 -1.35263
Si -3.14308 -2.69355 -2.40595
C -2.98508 -2.20359 -4.21185
C -1.94024 -4.03141 -1.91798
C -4.89315 -3.19214 -2.00935
H -1.67002 5.03984 -1.23160
H -0.70158 4.50125 -2.60107
H -0.37818 3.86537 -0.97323
H -4.25485 4.27964 -2.66871
H -4.59596 2.60212 -3.08672
H -3.45946 3.54457 -4.05717
H -3.45833 3.13662 0.27280
H -2.25427 1.86176 0.36344
H -3.86584 1.52842 -0.31846
H -0.73909 1.69572 -3.44484
H -2.31952 0.90215 -3.53759
H -3.48664 -0.33857 -1.60630
H -2.84461 -1.34136 -0.28298
H -2.32618 -1.34742 -4.37570
H -3.96300 -1.94491 -4.62234
H -2.58681 -3.02560 -4.80939
H -0.89759 -3.70947 -1.92596
H -2.02310 -4.87947 -2.60145
H -2.15747 -4.39469 -0.91070
H -5.59957 -2.38237 -2.20103
H -5.00025 -3.50043 -0.96941
H -5.18125 -4.03618 -2.64111
*
```